# 1
Here is 2 unconnected molecules or ions with the total composition C23H46IN4O at a distorted geometry from the OMol25 dataset. Energies are from ωB97M-V/def2-TZVPD.

```
75
Properties=species:S:1:pos:R:3:forces:R:3:mulliken_charge:R:1
C -1.433 4.900 0.242 -0.22 -1.10 -0.38 -1.1182
C -0.572 4.300 -0.901 0.42 1.07 0.82 -0.3605
C 0.842 3.916 -0.422 -0.04 -0.54 -0.75 -0.9244
C 1.051 2.413 -0.156 -0.50 0.45 0.47 -0.6295
C -0.174 1.666 0.430 0.91 -0.54 -0.25 -0.6676
C -0.700 0.636 -0.573 -0.62 0.87 0.68 0.9328
C -1.868 -0.192 -0.031 0.64 -1.01 -0.77 -1.4146
C -1.826 -1.599 -0.670 -0.32 0.71 0.30 -0.7992
C -0.799 -2.509 0.027 -0.24 -0.16 -0.99 -1.0407
C 0.410 -2.824 -0.895 0.01 0.52 0.69 0.7248
C 1.734 -2.458 -0.304 -0.72 0.02 -1.83 -0.4934
C 2.149 -2.538 0.953 0.32 0.25 1.80 0.0396
N 1.488 -3.003 2.097 1.07 -0.64 -0.36 -0.2071
C 1.211 -4.488 2.013 0.41 0.56 0.20 -0.0482
C 1.531 -5.141 3.349 -0.22 0.28 -0.68 -1.4372
N 3.449 -2.018 0.990 -1.09 -0.50 0.36 -0.0476
C 3.766 -1.650 -0.236 2.37 0.97 0.02 0.0331
I 5.654 -0.821 -0.569 -0.53 -0.17 -0.11 0.2376
N 2.789 -1.893 -1.061 -0.68 -0.39 -0.10 0.2873
C 2.827 -1.562 -2.496 0.15 -0.12 -0.11 -0.4706
C 2.590 -2.731 -3.451 -0.78 -0.30 0.02 -1.0308
C 1.186 -2.872 -4.066 0.46 -0.01 -0.75 -0.3775
C 0.569 -1.583 -4.577 -0.62 0.18 0.60 0.1044
C -0.800 -1.832 -5.224 0.62 0.41 0.52 -1.4108
H -1.856 5.862 -0.020 -0.01 0.15 0.09 0.4529
H -2.250 4.208 0.450 -0.27 0.17 0.12 0.2222
H -0.869 4.966 1.164 0.12 0.32 0.15 0.2477
H -1.079 3.471 -1.383 -0.02 -0.12 -0.14 0.2038
H -0.445 5.095 -1.631 -0.07 -0.10 -0.33 0.4117
H 1.128 4.496 0.450 -0.13 0.13 0.17 0.4049
H 1.539 4.196 -1.211 0.22 0.07 0.04 0.3708
H 1.335 1.928 -1.089 0.06 -0.09 -0.13 0.1825
H 1.887 2.313 0.534 0.19 -0.09 -0.05 0.3262
H -0.957 2.332 0.778 -0.10 0.12 -0.05 0.2525
H 0.177 1.100 1.296 -0.18 0.03 0.22 0.4427
H -1.052 1.179 -1.450 0.16 -0.12 -0.33 0.1871
H 0.151 0.019 -0.870 -0.03 -0.22 -0.05 -0.5315
H -1.762 -0.333 1.043 -0.30 0.28 0.19 0.4147
H -2.823 0.255 -0.292 -0.07 0.34 0.31 0.4983
H -2.824 -2.026 -0.646 -0.07 -0.23 0.10 0.4875
H -1.592 -1.449 -1.727 0.02 -0.22 -0.12 -0.0144
H -0.487 -2.043 0.949 0.12 -0.03 0.29 0.6211
H -1.311 -3.440 0.248 0.11 -0.17 0.32 0.5516
H 0.290 -2.187 -1.762 0.03 -0.24 -0.39 -1.0855
H 0.400 -3.875 -1.175 0.05 -0.03 -0.30 0.8877
H 2.160 -2.875 2.848 -0.43 0.03 0.36 0.4551
H 0.181 -4.630 1.709 -0.18 -0.02 0.05 0.2334
H 1.865 -4.897 1.245 -0.07 -0.22 -0.18 0.2504
H 1.226 -6.181 3.306 -0.07 -0.11 0.25 0.4210
H 2.606 -5.105 3.516 0.08 -0.01 0.19 0.3600
H 1.006 -4.604 4.132 -0.05 -0.17 0.30 0.3716
H 4.036 -1.911 1.800 0.08 0.00 0.01 0.2801
H 2.172 -0.710 -2.655 -0.23 -0.05 -0.08 0.0224
H 3.833 -1.204 -2.677 0.17 0.16 0.13 0.4211
H 2.837 -3.675 -2.966 0.19 -0.02 0.18 0.3361
H 3.281 -2.646 -4.282 0.23 0.23 -0.04 0.4300
H 0.489 -3.399 -3.427 -0.12 0.02 0.22 0.1903
H 1.306 -3.524 -4.933 0.04 -0.17 -0.03 0.5097
H 1.235 -1.014 -5.224 0.18 -0.19 -0.19 0.4621
H 0.365 -0.932 -3.719 0.12 0.21 0.03 -0.1899
H -1.153 -0.911 -5.676 -0.10 -0.08 -0.35 0.3952
H -1.493 -2.058 -4.417 -0.26 -0.36 -0.10 0.2675
H -0.740 -2.651 -5.932 -0.25 0.00 -0.21 0.3642
C -3.090 5.570 3.437 -0.06 0.18 -0.15 0.0808
O -2.185 6.365 3.592 0.08 -0.11 0.06 -0.5875
N -3.164 4.361 4.028 -0.11 -0.14 -0.04 0.1447
C -4.274 3.457 3.799 0.24 0.02 0.15 -0.9025
C -2.093 3.958 4.923 0.00 0.19 -0.09 -0.9845
H -3.950 5.783 2.778 -0.02 -0.04 0.02 0.3066
H -4.782 3.242 4.741 -0.08 -0.06 -0.06 0.3630
H -3.909 2.520 3.371 -0.10 -0.04 -0.01 0.2888
H -4.986 3.904 3.109 0.02 0.04 -0.01 0.3075
H -2.011 4.667 5.747 0.07 -0.04 0.02 0.3178
H -1.144 3.949 4.385 0.04 -0.01 0.07 0.2693
H -2.298 2.965 5.317 -0.05 0.00 -0.02 0.3994
```
Positions in Å, forces in eV/Å.

net charge: +1
orbital gap: 7.60 eV
highest occupied orbital energy: -10.77 eV
relative energy (zero: lowest compared OMol25 entry of this formula, charge and spin): 0.000 eV

# 2
Here is a molecular structure, C6H9N from the OMol25 dataset. Energies are from ωB97M-V/def2-TZVPD.

```
16
Properties=species:S:1:pos:R:3:forces:R:3:mulliken_charge:R:1
C 1.707 -0.713 0.540 0.26 0.30 -0.14 -1.0122
N 0.683 0.270 0.110 -0.01 0.21 0.38 0.3058
C 0.398 1.427 0.597 0.13 -0.29 0.05 -0.1836
C -0.881 1.636 -0.140 0.00 0.06 0.00 -0.5902
C -0.480 0.299 -0.869 0.03 -0.20 -0.03 -0.0989
C -1.253 -0.963 -0.689 0.06 -0.09 0.13 -0.4431
C -0.734 -1.770 0.251 -0.62 -0.31 -0.12 -0.9239
H 1.375 -1.229 1.440 0.00 0.35 -0.27 0.3751
H 1.838 -1.486 -0.217 -0.09 0.34 0.03 0.3457
H 2.632 -0.151 0.711 0.12 0.09 -0.11 0.3528
H 0.956 1.965 1.359 -0.06 -0.13 -0.03 0.4089
H -1.005 2.562 -0.712 0.12 -0.20 0.07 0.3161
H -1.755 1.471 0.502 0.18 -0.02 -0.07 0.2828
H -0.130 0.528 -1.888 0.09 -0.17 0.22 0.3269
H -2.121 -1.099 -1.347 0.13 -0.06 -0.05 0.3684
H -1.227 -2.746 0.352 -0.32 0.11 -0.07 0.1693
```
Positions in Å, forces in eV/Å.

net charge: 0
orbital gap (alpha / beta): 6.32 / 6.32 eV
highest occupied orbital energy (alpha / beta): -6.13 / -6.13 eV
relative energy (zero: lowest compared OMol25 entry of this formula, charge and spin): 5.839 eV

# 3
Here is a single C6H8O2 molecule at a distorted geometry from the OMol25 dataset. Energies are from ωB97M-V/def2-TZVPD.

```
16
Properties=species:S:1:pos:R:3:forces:R:3:mulliken_charge:R:1
C -1.427 1.617 -0.169 -1.28 2.28 0.26 -0.6434
C -1.133 0.368 -0.158 0.84 -2.73 -0.21 0.0902
C -1.539 -1.037 0.100 0.38 0.68 -0.35 -0.6738
C -0.183 -0.695 -0.543 -0.26 0.25 0.67 0.1120
C 1.045 -0.910 0.320 1.06 -0.22 -0.53 -0.7926
C 2.143 0.129 -0.008 0.43 -0.62 0.20 0.6277
O 3.253 -0.124 -0.399 -0.69 -0.06 0.14 -0.5724
O 1.780 1.400 0.220 -1.70 0.25 0.45 -0.4680
H -2.386 1.915 0.258 0.18 0.13 -0.10 0.2188
H -0.837 2.424 -0.603 0.14 -0.35 0.07 0.3647
H -2.284 -1.446 -0.566 -0.19 -0.09 0.15 0.2606
H -1.504 -1.413 1.117 -0.11 -0.05 -0.11 0.2161
H -0.062 -0.862 -1.609 0.05 -0.16 0.10 0.3437
H 0.845 -0.872 1.399 -0.27 0.26 -0.23 0.3356
H 1.477 -1.906 0.144 -0.11 0.33 -0.08 0.2852
H 0.813 1.411 0.497 1.53 0.11 -0.43 0.2956
```
Positions in Å, forces in eV/Å.

net charge: 0
SMILES: C=C1C[C@@H]1CC(=O)O
orbital gap: 10.93 eV
highest occupied orbital energy: -10.15 eV
relative energy (zero: lowest compared OMol25 entry of this formula, charge and spin): 1.644 eV